ORCA calculation (ωB97M-V with the def2-TZVPD basis set) on a 15-piece molecular cluster, C65H102NO43 overall in a non-equilibrium geometry.

CARTESIAN COORDINATES (ANGSTROEM)
C 1.673 -0.331 0.388
C 0.223 -0.523 0.881
C -0.271 0.901 1.295
C -0.512 1.791 0.067
C -1.368 1.118 -0.980
C -1.029 -0.357 -1.299
N -0.733 -1.077 -0.071
O -0.618 -2.475 -0.273
C 0.138 -0.351 -2.357
C -2.204 -0.858 -2.144
C 0.273 -1.333 2.178
H 2.372 -0.094 1.200
H 1.771 0.546 -0.251
H 2.010 -1.259 -0.075
H 0.443 1.357 1.988
H -1.218 0.819 1.838
H 0.388 2.140 -0.452
H -0.953 2.724 0.437
H -1.493 1.772 -1.848
H -2.415 1.124 -0.638
H 0.945 0.341 -2.109
H -0.169 -0.091 -3.375
H 0.515 -1.374 -2.446
H -3.131 -0.986 -1.574
H -1.940 -1.711 -2.775
H -2.532 -0.141 -2.906
H 0.766 -2.300 2.098
H -0.699 -1.561 2.624
H 0.837 -0.773 2.922
C -3.938 7.194 -1.814
C -3.291 6.411 -2.921
C -2.122 5.511 -2.452
O -2.466 4.262 -3.079
C -3.750 4.233 -3.456
O -4.260 3.315 -4.018
O -4.281 5.457 -3.331
H -3.245 7.946 -1.423
H -4.220 6.534 -0.993
H -4.818 7.720 -2.183
H -2.992 7.048 -3.755
H -2.180 5.370 -1.373
H -1.138 5.839 -2.764
C 2.964 1.975 -4.515
C 1.496 2.032 -4.945
C 0.605 2.866 -3.979
O 0.232 4.001 -4.771
C 0.573 3.822 -6.047
O 0.303 4.537 -6.962
O 1.370 2.761 -6.171
H 3.352 2.984 -4.373
H 3.561 1.371 -5.196
H 3.087 1.489 -3.543
H 1.186 0.994 -5.062
H 1.224 3.271 -3.180
H -0.315 2.369 -3.687
C -1.362 -1.250 -5.966
C -2.341 -1.784 -7.024
C -3.829 -1.909 -6.678
O -4.471 -1.044 -7.601
C -3.572 -0.403 -8.371
O -3.803 0.449 -9.171
O -2.329 -0.818 -8.084
H -0.428 -0.970 -6.456
H -1.125 -1.999 -5.211
H -1.739 -0.327 -5.522
H -1.951 -2.742 -7.366
H -4.045 -1.644 -5.641
H -4.123 -2.951 -6.780
C 4.850 0.155 3.362
C 5.727 0.801 4.415
C 6.356 -0.219 5.366
O 7.647 0.316 5.645
C 7.879 1.369 4.828
O 8.874 2.017 4.827
O 6.873 1.500 3.936
H 4.171 0.878 2.904
H 4.127 -0.485 3.880
H 5.316 -0.454 2.592
H 5.182 1.505 5.049
H 6.478 -1.232 4.980
H 5.712 -0.281 6.245
C -0.003 -5.387 2.235
C 0.733 -5.531 0.920
C 1.851 -4.529 0.690
O 2.957 -5.334 0.285
C 2.758 -6.613 0.664
O 3.604 -7.450 0.708
O 1.476 -6.793 0.991
H 0.719 -5.414 3.051
H -0.770 -6.149 2.363
H -0.523 -4.426 2.267
H 0.086 -5.695 0.060
H 2.027 -3.898 1.562
H 1.605 -3.880 -0.149
C -0.322 2.409 5.355
C 0.303 1.289 6.135
C 1.074 0.278 5.307
O 2.351 0.138 5.983
C 2.430 1.055 6.947
O 3.332 1.139 7.720
O 1.367 1.892 6.899
H -1.321 2.115 5.013
H 0.262 2.741 4.500
H -0.560 3.240 6.021
H -0.404 0.747 6.769
H 1.328 0.733 4.348
H 0.621 -0.696 5.148
C -6.429 -0.471 -3.319
C -7.246 0.597 -2.597
C -6.418 1.795 -2.048
O -6.938 2.907 -2.773
C -7.975 2.550 -3.561
O -8.686 3.294 -4.144
O -8.073 1.209 -3.593
H -7.135 -1.193 -3.736
H -5.754 -0.989 -2.640
H -5.883 -0.095 -4.185
H -7.901 0.171 -1.840
H -5.389 1.648 -2.364
H -6.632 1.899 -0.990
C -1.454 5.231 3.235
C -1.988 6.210 2.209
C -1.616 7.662 2.485
O -1.126 8.133 1.211
C -0.834 7.082 0.439
O -0.253 7.101 -0.603
O -1.265 5.949 1.010
H -1.754 5.426 4.269
H -0.369 5.352 3.293
H -1.655 4.182 3.016
H -3.050 6.095 1.980
H -0.854 7.816 3.249
H -2.482 8.298 2.665
C 1.526 -3.981 8.404
C 1.919 -2.874 7.429
C 3.416 -2.632 7.281
O 3.661 -2.572 5.869
C 2.550 -2.990 5.235
O 2.436 -3.133 4.051
O 1.571 -3.275 6.091
H 0.513 -4.377 8.384
H 1.687 -3.565 9.402
H 2.184 -4.848 8.321
H 1.427 -1.927 7.652
H 4.048 -3.426 7.683
H 3.660 -1.708 7.806
C -3.295 -1.016 3.600
C -3.421 -1.277 2.093
C -3.823 -2.716 1.709
O -4.678 -2.447 0.604
C -5.141 -1.184 0.643
O -5.903 -0.674 -0.122
O -4.539 -0.542 1.628
H -4.240 -1.032 4.141
H -2.727 -0.110 3.822
H -2.705 -1.794 4.099
H -2.533 -0.996 1.525
H -4.424 -3.228 2.464
H -2.932 -3.231 1.349
C 5.116 -3.148 0.510
C 5.832 -1.853 0.133
C 6.582 -1.908 -1.214
O 6.030 -0.813 -1.948
C 5.048 -0.237 -1.253
O 4.479 0.742 -1.639
O 4.861 -0.852 -0.080
H 4.414 -2.974 1.322
H 5.922 -3.799 0.858
H 4.679 -3.573 -0.389
H 6.613 -1.595 0.853
H 6.581 -2.867 -1.738
H 7.660 -1.786 -1.079
C 4.199 3.036 0.798
C 3.106 3.967 0.341
C 1.873 4.048 1.261
O 1.895 5.387 1.710
C 2.789 6.128 1.040
O 2.871 7.305 1.203
O 3.596 5.327 0.326
H 4.625 3.373 1.748
H 5.071 3.058 0.145
H 3.768 2.035 0.842
H 2.788 3.735 -0.677
H 1.978 3.362 2.105
H 0.931 3.832 0.763
C 2.987 -2.647 -3.888
C 2.265 -3.542 -2.875
C 0.822 -3.869 -3.311
O 0.853 -5.306 -3.457
C 2.073 -5.793 -3.231
O 2.357 -6.949 -3.304
O 2.942 -4.809 -2.964
H 4.060 -2.789 -3.987
H 2.762 -1.630 -3.543
H 2.536 -2.743 -4.876
H 2.339 -3.151 -1.862
H 0.506 -3.443 -4.260
H 0.125 -3.611 -2.511
C -5.327 -4.623 -1.558
C -4.004 -3.978 -2.027
C -2.736 -4.837 -1.872
O -2.189 -4.952 -3.190
C -3.072 -4.490 -4.065
O -2.902 -4.424 -5.247
O -4.123 -3.919 -3.458
H -6.152 -4.026 -1.941
H -5.328 -4.581 -0.468
H -5.438 -5.669 -1.836
H -3.721 -3.025 -1.587
H -2.997 -5.870 -1.626
H -2.082 -4.375 -1.130

Summary:
* charge: -1
* LUMO: 0.93 eV
* gap between HOMO and LUMO: 5.27 eV
* multiplicity: 1

These are the Löwdin partial charges, in e, on atoms 1 to 99: -0.021 -0.486 -0.121 -0.188 -0.135 -0.465 -0.187 -0.263 -0.022 -0.033 -0.027 0.070 0.057 0.080 0.091 0.106 0.089 0.099 0.101 0.118 0.064 0.059 0.057 0.072 0.073 0.086 0.050 0.071 0.046 -0.026 -0.289 -0.060 0.048 -0.567 0.161 0.091 0.088 0.089 0.089 0.159 0.112 0.129 -0.019 -0.286 -0.063 0.061 -0.592 0.157 0.091 0.094 0.087 0.056 0.130 0.127 0.112 -0.016 -0.289 -0.095 0.078 -0.572 0.156 0.080 0.083 0.060 0.085 0.145 0.124 0.117 0.008 -0.303 -0.094 0.073 -0.566 0.165 0.089 0.065 0.077 0.078 0.154 0.137 0.125 -0.012 -0.263 -0.101 0.042 -0.578 0.152 0.077 0.087 0.083 0.071 0.151 0.105 0.095 -0.021 -0.298 -0.063 0.047 -0.580